(1)
ORCA calculation (ωB97M-V/def2-TZVPD) on C24H47IrN4O5S as an isolated structure.

XYZ file:
```
82
Properties=species:S:1:pos:R:3:mulliken_charge:R:1
Ir -0.44094 -0.45956 -0.10408 7.053
S 5.85542 0.95543 0.66947 0.859
O 2.89505 1.11936 1.52418 -0.701
O -4.16004 -1.69027 -1.20327 -0.571
O 5.57820 -0.24298 -0.12416 -0.425
O -2.31601 -1.20880 -0.05518 -1.321
O 1.11525 0.88650 0.17828 -0.930
N 0.34103 -2.29464 0.07273 -1.239
N -0.91190 -0.37940 -2.18681 -0.198
N -1.95165 1.61799 -0.13303 -0.391
N -0.31374 -0.46077 1.95368 -1.071
C -2.90024 1.99365 1.05812 1.341
C 1.20415 -0.06934 -3.55754 -1.813
C -2.22394 -1.05566 -2.44488 -0.792
C 1.13790 -0.30763 2.26503 -1.064
C 1.81768 0.63923 1.26592 0.320
C 7.94320 2.54779 0.79237 -0.589
C -0.92813 -3.88227 -1.46677 -2.086
C -2.21041 1.76570 -1.60998 -0.721
C -0.13021 -2.89472 1.38016 -0.649
C -0.36150 1.88375 3.03656 -1.617
C 1.47842 -4.18470 -0.98232 -1.595
C 6.83612 2.21385 -0.20973 -0.623
C -2.57095 0.93023 2.16255 -2.004
C 0.37578 -3.14053 -1.21097 1.331
C -0.79933 -1.84186 2.28629 -1.275
C -4.33399 1.77266 0.60273 -1.760
C 0.92049 -2.17286 -2.29530 -2.377
C -2.65463 3.45320 1.40203 -1.545
C 0.15864 -1.04649 -3.04016 0.209
C -1.08968 1.09661 -2.43050 -1.442
C 6.98477 0.67607 2.06226 -0.623
C -1.15010 0.61506 2.72092 0.475
C 8.29967 1.25765 1.54085 -0.593
C -3.01744 -1.35012 -1.18753 -0.116
H 6.18243 3.04042 -0.47702 0.404
H 2.46641 -3.72471 -0.89728 0.374
H -4.51179 0.74974 0.26207 0.321
H 1.93044 -0.62757 -4.14767 0.427
H 0.10294 2.34001 2.16122 0.353
H -2.82899 -0.45479 -3.12476 0.575
H 1.28111 -4.77678 -0.08776 0.423
H 6.96030 -0.39261 2.26927 0.416
H -1.32538 1.28242 -3.48183 0.534
H -0.36313 -1.46488 -3.90236 0.640
H -2.05941 -2.00321 -2.95025 0.684
H -0.95644 -4.80447 -0.88642 0.512
H -0.97213 -4.17925 -2.51541 0.383
H -4.99499 1.95198 1.45083 0.449
H -1.87377 -1.84165 2.13115 0.531
H 1.50273 -4.87534 -1.82428 0.480
H -3.03887 4.09598 0.60886 0.406
H 7.59104 3.30726 1.49190 0.329
H -3.20244 1.36541 -1.80674 0.543
H -1.82650 -3.33007 -1.22175 0.639
H 0.40665 1.73181 3.78943 0.443
H 7.18405 1.69621 -1.10614 0.412
H 8.78105 0.54183 0.87284 0.326
H 1.29735 0.05211 3.27699 0.671
H -3.19947 3.70657 2.31142 0.387
H -1.03338 2.02062 0.09465 0.745
H -1.34774 0.10840 3.66938 0.496
H -3.05456 -0.00211 1.86568 0.510
H -0.81254 -3.71876 1.18589 0.554
H 1.79535 -1.69284 -1.83778 0.486
H 0.78568 0.69125 -4.21339 0.419
H -0.59724 -2.07601 3.33388 0.604
H -1.60479 3.69240 1.56121 0.478
H 1.74165 0.41209 -2.73657 0.429
H -2.01624 0.59707 0.06486 -1.432
H -2.21522 2.82552 -1.86113 0.528
H 8.79831 2.95990 0.25880 0.354
H 1.33929 -2.80583 -3.08096 0.705
H 6.57657 1.23568 2.90519 0.392
H -1.05385 2.60857 3.46031 0.517
H -0.14272 1.59005 -2.21021 0.519
H 0.75000 -3.31048 1.86913 0.510
H -3.12803 1.27543 3.03608 0.726
H 1.63128 -1.27902 2.21438 0.635
H -4.61699 2.47713 -0.17942 0.453
H 8.97102 1.44955 2.37644 0.356
H 1.33998 -2.12722 0.19996 0.894
```

Output
⟨S²⟩: 0.76
2S+1: 2
Total charge: +3
Electronic energy: -55496.2911 eV
Kohn-Sham gap (alpha / beta): 8.819 / 6.641 eV

---

(2)
ORCA calculation (ωB97M-V/def2-TZVPD) on a 8-piece molecular cluster, C24H48Br8O8S4 overall.

XYZ file:
```
92
Properties=species:S:1:pos:R:3:mulliken_charge:R:1
Br 1.28738 0.85633 -4.81358 -0.140
Br -5.90420 2.39827 -5.57885 -0.193
Br -5.87541 -1.79699 0.49514 -0.171
Br -2.64997 -3.68857 -2.28886 -0.191
Br 4.53442 1.99784 -5.33223 -0.144
Br -6.40816 1.91799 -0.95610 -0.179
Br -2.09459 5.14463 -4.96137 -0.170
Br 2.01931 4.41763 -2.94974 -0.139
S -1.84352 1.02077 -1.59645 0.675
S 3.37780 -3.56018 1.95854 1.420
S 3.97357 0.42978 0.03062 0.884
S -3.64590 1.17028 3.61780 1.040
O 3.95640 1.78531 -0.47589 -0.703
O 2.95983 -2.66735 3.02061 -0.738
O -2.73505 0.41899 2.79668 -0.527
O -1.52672 2.27621 -2.25364 -0.533
O 3.10369 -0.58775 -0.57054 -0.409
O -3.21576 0.56741 -1.57341 -0.358
O 4.70726 -3.48126 1.35074 -0.726
O -5.00918 1.36391 3.19812 -0.703
C -1.94141 2.23518 5.32245 -0.580
C 5.69142 -0.23832 0.10532 -0.580
C 3.80051 0.45161 1.83713 -0.398
C -5.82085 1.65712 -2.81778 -0.333
C -3.81260 -2.37343 -1.35131 -0.106
C 0.20376 5.03714 -3.35704 -0.549
C -2.76209 1.28253 6.18366 -0.632
C 3.94778 1.17009 -3.66381 -0.162
C -1.09916 1.02666 0.08872 -0.639
C -2.79757 2.66149 4.13222 -0.699
C -0.75531 -0.32987 -2.18734 0.226
C 2.01576 -5.82897 1.55003 -0.655
C -0.17420 -0.95683 -0.97205 -0.237
C -0.32139 4.44931 -4.64398 -0.356
C 5.20426 0.37344 2.48707 -0.724
C 2.14227 -3.62130 0.64119 0.078
C -6.31199 2.77639 -3.68964 -0.551
C 2.11142 -5.08160 0.19650 -0.658
C -3.65903 0.40098 5.31406 -0.641
C 6.21790 0.44789 1.35289 -0.690
C 3.11727 -5.27485 2.44094 -0.838
C -4.84210 -3.13662 -0.57159 -0.603
C 0.18271 0.19605 -0.02049 -0.504
C 2.91438 0.10506 -4.03636 -0.024
H 0.99753 -5.66521 1.91126 0.302
H 2.91122 -5.25088 3.51324 0.380
H 5.24072 -0.60824 2.95849 0.291
H 3.36669 -0.53784 -4.78612 0.489
H -1.05716 2.04253 0.46897 0.589
H 0.26072 4.64413 -5.53897 0.475
H 2.31190 -2.77535 -0.02998 -0.267
H -4.73063 1.62839 -2.88988 0.122
H 0.67998 -1.59118 -1.20515 -0.034
H 0.07726 0.18301 -2.68542 -0.700
H 7.19041 0.03594 1.63144 0.425
H -4.69662 0.45129 5.63696 0.310
H -3.12759 -1.86442 -0.68936 -0.099
H -2.15419 0.64932 6.83128 0.302
H 1.18729 -3.32574 1.08793 0.288
H -3.44195 1.80989 6.85580 0.308
H 3.01343 -5.42850 -0.31065 0.324
H 4.83420 0.80103 -3.16025 0.220
H -5.86803 3.73756 -3.44636 0.374
H 1.28414 -5.25723 -0.48750 0.393
H -3.56719 3.35516 4.48515 0.358
H 6.43366 1.48290 1.06760 0.321
H 4.11340 -5.71636 2.39371 0.374
H -0.48390 3.37462 -4.58976 -0.028
H -1.17047 -0.86042 -3.04257 0.697
H -6.08529 0.62897 -3.04731 0.359
H 5.54314 -1.30339 0.29900 0.206
H -0.92315 -1.58975 -0.48080 0.196
H 5.38850 1.14513 3.22730 0.281
H -4.31507 -1.74221 -2.07264 0.316
H 2.10022 -6.91694 1.53798 0.361
H -1.09366 1.70295 4.87861 0.273
H -1.54879 3.09271 5.86303 0.377
H -5.57924 -3.62826 -1.19679 0.417
H 6.18509 -0.02717 -0.83689 0.454
H -4.42721 -3.83156 0.15037 0.395
H 0.27510 6.11013 -3.52770 0.417
H 3.47025 1.92033 -3.04079 0.010
H -3.40998 -0.65012 5.19246 0.379
H -2.21072 3.14887 3.35936 0.404
H -7.38192 2.94255 -3.56115 0.402
H 2.56160 -0.47030 -3.18508 -0.273
H 3.14359 1.24292 2.18773 0.631
H 1.00592 0.84829 -0.30898 -0.006
H -1.81515 0.47117 0.70163 0.224
H 3.28417 -0.49983 1.98354 0.013
H 0.44436 -0.15884 0.97816 0.474
H -0.47951 4.83752 -2.53926 0.334
```

Output
Relative energy (zero: lowest compared OMol25 entry of this formula, charge and spin): 0.000 eV
Electronic energy: -645726.2741 eV
Kohn-Sham gap: 9.634 eV